# 1
88
Properties=species:S:1:pos:R:3:lowdin_charge:R:1 method="wB97M-V/def2-TZVPD" gap_ev=9.776 smiles=C[C@@H](F)[SiH2]Cl.c1ccncc1.c1ccncc1.c1ccncc1.c1ccncc1.c1ccncc1.c1ccncc1.c1ccncc1 lumo_energy_ev=0.560 total_energy_ha=-2667.33157 total_charge=0 molar_mass_g_mol=666.3
C 2.023 -2.546 3.442 -0.0967
C 0.826 -1.608 3.330 -0.5166
F 0.959 -0.799 2.167 -0.1397
Si -0.872 -2.400 3.152 0.2588
Cl -0.770 -3.605 1.508 0.2642
H 2.646 -2.354 4.319 0.0740
H 1.734 -3.602 3.462 0.0599
H 2.665 -2.421 2.564 0.0779
H 0.821 -0.899 4.168 0.1025
H -1.882 -1.360 2.922 -0.0531
H -1.151 -3.225 4.344 -0.0459
N -3.321 0.383 1.341 0.0546
C -2.637 0.116 0.233 -0.1357
C -3.171 0.241 -1.043 -0.0942
C -4.488 0.657 -1.169 -0.0908
C -5.213 0.928 -0.017 -0.0546
C -4.585 0.780 1.212 -0.1563
H -1.613 -0.220 0.368 0.0991
H -2.565 0.009 -1.909 0.1006
H -4.944 0.759 -2.146 0.1104
H -6.246 1.246 -0.060 0.0941
H -5.133 0.972 2.126 0.0823
N 4.324 -0.459 -0.678 0.0574
C 4.617 -0.460 -1.980 -0.1704
C 3.659 -0.500 -2.985 -0.0631
C 2.321 -0.564 -2.626 -0.0853
C 2.008 -0.566 -1.277 -0.0729
C 3.034 -0.501 -0.347 -0.1462
H 5.666 -0.431 -2.251 0.0732
H 3.972 -0.480 -4.021 0.1000
H 1.541 -0.590 -3.374 0.0888
H 0.982 -0.613 -0.935 0.0943
H 2.789 -0.498 0.710 0.0848
N -4.048 -3.535 3.273 0.0452
C -4.516 -4.292 4.263 -0.1583
C -5.660 -3.989 4.985 -0.0777
C -6.361 -2.838 4.662 -0.0780
C -5.892 -2.040 3.631 -0.0591
C -4.731 -2.429 2.973 -0.1515
H -3.950 -5.188 4.493 0.1040
H -5.988 -4.645 5.780 0.0988
H -7.259 -2.567 5.204 0.1040
H -6.395 -1.120 3.360 0.0687
H -4.333 -1.824 2.168 0.0780
N 0.030 1.483 -4.097 0.0553
C -0.077 1.999 -2.875 -0.1481
C -1.294 2.253 -2.258 -0.0697
C -2.461 1.957 -2.944 -0.1314
C -2.361 1.423 -4.220 -0.0656
C -1.096 1.206 -4.750 -0.1474
H 0.852 2.210 -2.357 0.1071
H -1.318 2.671 -1.260 0.1139
H -3.429 2.140 -2.493 0.0873
H -3.241 1.176 -4.799 0.1039
H -0.988 0.788 -5.744 0.1033
N -7.450 1.135 3.072 0.0422
C -7.489 2.289 3.736 -0.1427
C -8.438 3.273 3.497 -0.0672
C -9.395 3.048 2.521 -0.0749
C -9.364 1.850 1.825 -0.0693
C -8.375 0.928 2.138 -0.1601
H -6.725 2.436 4.492 0.1086
H -8.419 4.191 4.068 0.1029
H -10.150 3.793 2.306 0.1065
H -10.090 1.626 1.055 0.1026
H -8.326 -0.020 1.612 0.1077
N 7.251 -1.007 -4.138 0.0496
C 8.466 -0.469 -4.069 -0.1484
C 9.633 -1.187 -4.292 -0.0714
C 9.532 -2.534 -4.600 -0.0793
C 8.272 -3.104 -4.671 -0.0716
C 7.166 -2.302 -4.432 -0.1500
H 8.515 0.586 -3.821 0.1015
H 10.593 -0.695 -4.219 0.1013
H 10.419 -3.128 -4.779 0.1049
H 8.140 -4.152 -4.905 0.1010
H 6.167 -2.722 -4.474 0.1041
N 7.591 4.250 0.782 0.0462
C 7.785 4.451 -0.519 -0.1661
C 7.263 3.629 -1.507 -0.0790
C 6.498 2.537 -1.126 -0.0766
C 6.288 2.314 0.225 -0.0671
C 6.854 3.198 1.133 -0.1578
H 8.386 5.313 -0.789 0.0988
H 7.453 3.848 -2.550 0.0969
H 6.071 1.872 -1.866 0.0846
H 5.696 1.470 0.557 0.0836
H 6.705 3.051 2.198 0.1002

# 2
20
Properties=species:S:1:pos:R:3:lowdin_spin:R:1 method="wB97M-V/def2-TZVPD" gap_ev="2.894 / 12.067" e_above_lowest_kcal_mol=8.8 lumo_energy_ev="0.463 / 0.285" total_energy_ha=-439.23312 total_charge=0 molar_mass_g_mol=108.1 multiplicity=2
N 0.181 0.211 0.275 0.0873
H 0.219 1.212 0.404 0.0206
H -0.744 -0.107 0.024 0.0105
H 0.417 -0.196 1.169 0.0215
H 0.747 0.007 -0.535 0.0162
O 0.291 2.823 0.773 0.1639
H 0.773 2.797 1.599 0.0847
H 0.121 3.754 0.623 0.0289
O 1.165 -0.620 2.661 0.1786
H 1.050 -1.385 3.224 0.0389
H 1.986 -0.226 2.954 0.0806
O -2.431 -0.648 0.729 0.0646
H -3.204 -0.933 0.242 0.0110
H -2.762 -0.432 1.600 0.0205
O 1.651 -0.488 -2.130 0.0762
H 2.575 -0.379 -1.903 0.0256
H 1.663 -0.942 -2.972 0.0141
O -1.190 -1.789 -2.673 0.0381
H -1.556 -1.784 -3.558 0.0044
H -0.952 -0.877 -2.506 0.0137

# 3
9
Properties=species:S:1:pos:R:3:lowdin_charge:R:1 method="wB97M-V/def2-TZVPD" gap_ev=10.413 e_above_lowest_kcal_mol=85.0 smiles="C#[N+]S(N)(=O)=O" lumo_energy_ev=-6.138 total_energy_ha=-697.64460 total_charge=+1 molar_mass_g_mol=107.1
C 0.932 -2.019 -0.709 0.2478
N 0.418 -1.038 -0.305 0.0753
N 0.280 1.467 0.398 -0.0495
O -1.679 0.650 -0.896 -0.1955
O -1.592 -0.303 1.622 -0.2854
S -0.889 0.400 0.233 0.8527
H 1.352 -2.850 -1.142 0.0967
H 0.477 1.964 -0.481 0.1318
H 0.701 1.728 1.281 0.1262

# 4
120
Properties=species:S:1:pos:R:3:lowdin_charge:R:1 method="wB97M-V/def2-TZVPD" gap_ev=8.733 e_above_lowest_kcal_mol=694.2 smiles="O=[N+]([O-])c1ccccc1.O=[N+]([O-])c1ccccc1.O=[N+]([O-])c1ccccc1.O=[N+]([O-])c1ccccc1.O=[N+]([O-])c1ccccc1.O=[N+]([O-])c1ccccc1.CC#N.CC#N.CC#N.CC#N.CC#N.CC#N" lumo_energy_ev=-1.091 total_energy_ha=-3417.09894 total_charge=0 molar_mass_g_mol=985.0
C -18.474 -3.330 -12.159 -0.0643
C -19.197 -2.201 -11.594 -0.2658
N -19.768 -1.287 -11.166 0.1516
H -18.502 -4.178 -11.475 0.0697
H -17.434 -3.293 -12.483 0.0725
H -18.988 -3.551 -13.095 0.0826
C -17.730 -7.912 -8.856 -0.0258
C -17.298 -6.472 -8.936 -0.2415
N -16.982 -5.407 -8.944 0.1577
H -18.522 -8.093 -9.583 0.0779
H -18.109 -8.235 -7.886 0.0754
H -16.889 -8.517 -9.194 0.0822
C -14.727 -5.576 -7.236 -0.0968
C -13.873 -6.756 -7.416 -0.2966
N -13.127 -7.645 -7.525 0.1140
H -14.226 -5.041 -6.429 0.0830
H -15.697 -5.988 -6.957 0.0471
H -14.607 -5.018 -8.165 0.0728
C -18.260 -2.118 -8.387 -0.0671
C -17.835 -2.745 -7.081 -0.2557
N -17.540 -3.190 -6.037 0.1345
H -19.118 -1.449 -8.335 0.0624
H -18.613 -3.100 -8.701 0.0484
H -17.508 -1.782 -9.101 0.0752
C -13.270 -0.989 -10.606 -0.0574
C -13.927 -1.666 -11.758 -0.2676
N -14.479 -2.233 -12.574 0.1256
H -12.778 -1.710 -9.953 0.0787
H -14.043 -0.557 -9.972 0.0625
H -12.426 -0.387 -10.942 0.0769
C -15.244 1.922 -4.085 -0.0579
C -14.324 1.555 -2.975 -0.2586
N -13.549 1.289 -2.151 0.1383
H -15.656 0.984 -4.457 0.0500
H -14.894 2.564 -4.894 0.0806
H -16.105 2.437 -3.661 0.0806
C -10.678 2.835 -6.212 -0.0884
C -10.644 1.795 -5.300 -0.0571
C -11.559 0.765 -5.372 -0.0141
C -12.512 0.857 -6.358 -0.1224
C -12.522 1.913 -7.365 0.0225
C -11.646 2.990 -7.166 -0.0706
N -13.506 -0.246 -6.385 -0.3661
O -14.165 -0.243 -7.380 0.0749
O -13.742 -0.803 -5.349 0.0775
H -10.038 3.662 -5.944 0.1089
H -9.920 1.847 -4.500 0.1142
H -11.536 -0.034 -4.645 0.1257
H -13.324 2.120 -8.057 0.0827
H -11.748 3.918 -7.709 0.1122
C -17.308 -0.952 -3.237 -0.1001
C -17.983 -0.464 -2.143 -0.0808
C -17.593 -0.649 -0.841 -0.0171
C -16.386 -1.243 -0.628 -0.1294
C -15.624 -1.762 -1.726 0.0084
C -16.111 -1.574 -3.030 -0.0994
N -15.872 -1.355 0.759 -0.3151
O -14.663 -1.631 0.876 0.0533
O -16.592 -1.151 1.746 0.0629
H -17.592 -0.632 -4.229 0.1069
H -18.916 0.044 -2.336 0.1107
H -18.370 -0.496 -0.106 0.1271
H -14.680 -2.264 -1.575 0.1119
H -15.631 -1.976 -3.910 0.0935
C -12.969 1.940 -13.484 -0.0661
C -12.597 2.520 -12.318 -0.1016
C -13.371 2.620 -11.161 0.0042
C -14.750 2.397 -11.357 -0.1595
C -15.220 1.844 -12.520 -0.0109
C -14.341 1.565 -13.596 -0.0316
N -15.682 2.645 -10.229 -0.3162
O -15.303 3.484 -9.403 0.0585
O -16.627 1.851 -10.134 0.0679
H -12.287 1.765 -14.303 0.1102
H -11.541 2.679 -12.160 0.1086
H -12.989 2.836 -10.174 0.0964
H -16.263 1.589 -12.643 0.1200
H -14.689 1.089 -14.501 0.1047
C -22.279 -4.041 -2.483 -0.0550
C -21.171 -3.421 -3.117 -0.0647
C -21.079 -3.229 -4.488 -0.0158
C -22.104 -3.685 -5.263 -0.1661
C -23.150 -4.394 -4.722 0.0153
C -23.273 -4.585 -3.299 -0.0382
N -21.987 -3.252 -6.654 -0.3501
O -22.624 -3.902 -7.473 0.0746
O -21.195 -2.411 -6.949 0.0788
H -22.325 -3.971 -1.406 0.1026
H -20.424 -2.924 -2.515 0.0953
H -20.206 -2.631 -4.702 0.1081
H -23.776 -4.924 -5.425 0.1153
H -24.070 -5.219 -2.940 0.1009
C -21.722 1.231 -9.592 -0.0778
C -22.759 0.546 -9.096 -0.0634
C -23.064 0.702 -7.715 -0.0042
C -22.203 1.282 -6.879 -0.1783
C -21.081 1.951 -7.401 -0.0229
C -20.822 2.013 -8.743 -0.0265
N -22.513 1.311 -5.456 -0.3169
O -23.609 0.942 -5.034 0.0670
O -21.675 1.846 -4.700 0.0419
H -21.537 1.195 -10.656 0.0939
H -23.428 0.071 -9.798 0.1122
H -23.913 0.204 -7.272 0.1219
H -20.412 2.489 -6.746 0.1118
H -19.925 2.494 -9.104 0.1007
C -15.244 -5.445 -2.866 -0.0439
C -15.021 -6.593 -3.672 -0.0627
C -16.032 -7.256 -4.324 -0.0337
C -17.372 -6.954 -4.017 -0.1303
C -17.615 -5.840 -3.182 0.0232
C -16.546 -5.082 -2.708 -0.0860
N -18.449 -7.847 -4.432 -0.3298
O -19.630 -7.456 -4.449 0.0577
O -18.113 -8.986 -4.769 0.0565
H -14.471 -4.857 -2.394 0.1067
H -14.058 -6.944 -4.013 0.1059
H -15.742 -7.958 -5.093 0.1139
H -18.614 -5.505 -2.945 0.1092
H -16.738 -4.169 -2.163 0.0904